No. 1
{
  "formula": "C37H28BrCsIN5O3STe",
  "method": "ωB97M-V/def2-TZVPD",
  "species": ["Cs", "O", "C", "N", "C", "C", "C", "C", "C", "C", "N", "C", "O", "C", "C", "C", "C", "C", "N", "C", "C", "C", "C", "C", "N", "H", "H", "H", "H", "H", "H", "H", "H", "H", "H", "H", "H", "O", "N", "C", "C", "C", "C", "C", "S", "H", "H", "H", "H", "C", "Te", "C", "C", "C", "C", "C", "C", "C", "H", "H", "H", "H", "H", "H", "H", "H", "Br", "C", "C", "C", "C", "C", "C", "I", "H", "H", "H", "H"],
  "xyz": [[0.9858, 0.2539, 0.0977], [1.8808, -0.8310, -2.8884], [1.2980, -1.5676, -2.0534], [1.7361, -2.1190, -0.9427], [3.1317, -2.0851, -0.6487], [4.0255, -2.6799, -1.5544], [5.3807, -2.7776, -1.3046], [5.8927, -2.2533, -0.1129], [5.0337, -1.6540, 0.7875], [3.6471, -1.5625, 0.5618], [2.8058, -1.0536, 1.5863], [3.0521, 0.1213, 2.1194], [3.8457, 1.0329, 1.7657], [2.1635, 0.4980, 3.3128], [2.6934, 1.3604, 4.2762], [1.9029, 1.7705, 5.3273], [0.5891, 1.3292, 5.3902], [0.1294, 0.4917, 4.3952], [0.8955, 0.0799, 3.3688], [-0.1912, -1.8121, -2.3017], [-0.6305, -2.0346, -3.6101], [-1.9686, -2.2946, -3.8232], [-2.8410, -2.2917, -2.7372], [-2.3233, -2.0092, -1.4894], [-1.0243, -1.7766, -1.2633], [3.6081, -3.0637, -2.4772], [6.0343, -3.2513, -2.0284], [6.9536, -2.3104, 0.1055], [5.4171, -1.2346, 1.7095], [3.7125, 1.6973, 4.1495], [2.2982, 2.4404, 6.0839], [-0.0827, 1.6445, 6.1784], [-0.8968, 0.1500, 4.3872], [0.0941, -1.9938, -4.4128], [-2.3365, -2.4892, -4.8243], [-3.9004, -2.4807, -2.8562], [-2.9679, -1.9529, -0.6189], [-0.4071, 2.1464, 0.8493], [-0.5068, 2.9651, 1.9056], [0.5339, 3.8418, 2.0291], [0.6201, 4.7412, 3.0449], [-0.4178, 4.7494, 3.9897], [-1.4412, 3.8553, 3.8662], [-1.5385, 2.8876, 2.8172], [-2.7733, 1.7214, 2.7138], [1.2719, 3.7295, 1.2495], [1.4757, 5.3994, 3.0921], [-0.4023, 5.4466, 4.8196], [-2.2467, 3.8216, 4.5878], [-3.3786, 1.5022, -2.7753], [-2.3809, 1.6401, -0.8324], [-0.9454, 2.4843, -2.1982], [-1.7605, 3.3083, -3.1778], [-1.3554, 4.5121, -3.7315], [-2.2100, 5.2217, -4.5790], [-3.4712, 4.7193, -4.8713], [-3.8760, 3.5027, -4.3201], [-3.0322, 2.7929, -3.4802], [-4.4512, 1.3231, -2.7028], [-2.9072, 0.6508, -3.2738], [-0.4770, 1.6461, -2.7258], [-0.1688, 3.0421, -1.6814], [-0.3752, 4.9059, -3.4857], [-1.8923, 6.1703, -4.9947], [-4.1474, 5.2695, -5.5145], [-4.8630, 3.1059, -4.5330], [-2.0116, -5.1138, 3.8830], [-1.4200, -5.2426, 2.0702], [-1.7215, -6.4499, 1.4400], [-1.3495, -6.6541, 0.1207], [-0.6746, -5.6464, -0.5553], [-0.3750, -4.4500, 0.0838], [-0.7444, -4.2229, 1.4150], [-0.1736, -2.3626, 2.2075], [-2.2492, -7.2174, 1.9909], [-1.5879, -7.5925, -0.3678], [-0.3725, -5.7809, -1.5878], [0.1600, -3.6610, -0.4425]],
  "forces_ev_per_a": [[-0.2, 0.8, -0.9], [-0.1, -0.2, 0.1], [0.3, -0.5, -0.4], [0.7, -1.0, -0.4], [-0.4, 0.0, -0.3], [-0.1, 0.1, 0.1], [0.1, 0.1, 0.2], [-0.1, -0.1, -0.2], [-0.2, 0.0, -0.1], [-0.1, 0.3, 0.4], [0.9, -0.5, 0.4], [0.5, 0.0, 0.3], [0.0, -0.2, 0.0], [-0.1, 0.0, -0.1], [0.1, 0.0, -0.1], [0.1, 0.0, 0.0], [-0.1, 0.0, 0.1], [0.3, -0.2, -0.5], [0.1, 0.1, 0.4], [0.2, 0.1, 0.1], [0.0, 0.0, 0.1], [0.0, 0.0, 0.0], [0.0, 0.0, -0.1], [0.3, 0.1, 0.1], [-0.2, -0.2, -0.3], [0.0, 0.0, 0.0], [0.0, 0.0, 0.0], [0.0, 0.0, 0.0], [0.0, 0.0, 0.0], [0.0, 0.0, 0.0], [0.0, 0.0, 0.0], [0.0, 0.0, 0.0], [-0.1, 0.0, 0.0], [0.0, 0.0, 0.0], [0.0, 0.0, 0.0], [0.0, 0.0, 0.0], [0.0, 0.0, 0.0], [-1.3, 1.8, 1.4], [0.4, 0.0, -0.5], [-0.4, -0.4, -0.1], [0.0, 0.1, 0.1], [0.1, 0.0, 0.0], [-0.3, -0.3, 0.0], [0.2, 0.0, 0.0], [0.3, 0.4, 0.1], [0.0, 0.0, 0.0], [0.0, 0.0, 0.1], [0.0, 0.0, 0.0], [0.0, 0.0, 0.0], [0.0, 0.2, -0.2], [-0.3, 0.4, -0.2], [0.0, 0.1, -0.4], [0.1, -0.2, 0.3], [-0.1, 0.0, -0.1], [0.0, -0.1, 0.0], [0.1, -0.1, 0.1], [0.0, 0.0, 0.0], [0.0, -0.3, 0.3], [0.0, 0.0, 0.0], [-0.1, 0.0, -0.1], [0.0, 0.0, 0.1], [-0.1, 0.1, 0.1], [0.0, 0.0, 0.0], [0.0, 0.0, 0.0], [0.0, 0.0, 0.0], [0.0, 0.0, 0.0], [0.1, 0.2, -0.1], [-0.1, -0.3, 0.0], [0.0, 0.1, -0.1], [0.0, 0.1, 0.1], [0.1, 0.2, 0.1], [0.0, -0.1, -0.1], [0.0, 0.2, -0.2], [-0.3, -0.7, 0.4], [0.0, 0.0, 0.0], [0.0, 0.0, 0.0], [0.0, 0.0, 0.0], [0.1, -0.2, 0.2]],
  "total_energy_ev": -149236.31871,
  "homo_lumo_gap_ev": 5.731,
  "homo_ev": -1.9,
  "de_lowest_kcal_mol": 32.6,
  "charge": -2
}



No. 2
{
  "formula": "C3H4N2S2",
  "method": "ωB97M-V/def2-TZVPD",
  "species": ["S", "C", "C", "N", "N", "C", "S", "H", "H", "H", "H"],
  "xyz": [[2.8658, -1.2615, -0.0482], [1.4655, -0.5522, 0.2926], [1.1211, 0.8133, -0.1604], [-0.0143, 1.4170, -0.1039], [-1.1320, 0.6803, 0.2241], [-1.4818, -0.5271, -0.2813], [-2.9263, -1.2522, -0.0141], [0.7557, -1.0323, 0.9225], [1.9524, 1.4181, -0.4853], [-1.8808, 1.2558, 0.5683], [-0.7252, -0.9592, -0.9142]],
  "forces_ev_per_a": [[0.0, 0.0, 0.0], [0.3, 0.7, -0.6], [-0.4, -0.1, 0.3], [0.4, -0.5, -0.1], [0.3, 0.0, -0.1], [-0.7, 0.0, 0.3], [0.5, 0.2, -0.1], [-0.6, -0.4, 0.5], [0.1, 0.2, -0.1], [-0.2, 0.1, 0.1], [0.3, -0.2, -0.2]],
  "total_energy_ev": -27824.17630,
  "homo_lumo_gap_ev": 7.396,
  "homo_ev": -9.0,
  "de_lowest_kcal_mol": 60.3
}



No. 3
{
  "formula": "C7H13O",
  "method": "ωB97M-V/def2-TZVPD",
  "species": ["C", "O", "C", "C", "C", "C", "C", "C", "H", "H", "H", "H", "H", "H", "H", "H", "H", "H", "H", "H", "H"],
  "xyz": [[2.6484, -0.5439, 0.1561], [3.8610, -0.0668, -0.3077], [1.6376, 0.5029, -0.2489], [0.2160, -0.0203, 0.1332], [-0.9601, 0.8717, -0.1739], [-2.6052, -0.8464, -0.8625], [-2.2722, 0.0923, 0.1123], [-3.0001, 0.2761, 1.3010], [2.6309, -0.7510, 1.2534], [2.3645, -1.5206, -0.2766], [1.9759, 0.7108, -1.2899], [1.9522, 1.3269, 0.4080], [0.1565, -0.1868, 1.2131], [0.0122, -0.9513, -0.4284], [-0.9964, 1.8660, 0.3024], [-0.7345, 1.1774, -1.2048], [-3.7030, -0.8452, -0.8788], [-1.9494, -1.1543, -1.7291], [0.0388, -1.7007, -0.9622], [-2.7216, 0.8952, 2.1641], [-3.9012, -0.3265, 1.3882]],
  "forces_ev_per_a": [[3.0, 0.7, -0.5], [-0.7, -1.1, 0.7], [-1.2, -0.9, 1.0], [2.2, 4.6, 1.8], [-0.8, 0.1, -0.6], [-0.4, -0.1, -1.4], [1.4, 1.6, 1.2], [0.6, -0.3, -1.4], [-0.2, 0.3, 0.0], [-0.4, -0.5, -0.6], [-1.1, 0.1, 0.5], [-0.6, 0.2, -0.4], [0.5, -0.9, -0.2], [-0.3, -1.2, -0.4], [0.6, -0.5, 0.7], [-1.1, -0.4, -0.3], [0.3, -1.6, -0.5], [-1.3, 1.1, 1.0], [-0.6, -1.0, -0.2], [0.0, 0.0, -0.8], [0.1, 0.0, 0.2]],
  "total_energy_ev": -9508.83732,
  "homo_lumo_gap_ev": 3.871,
  "homo_ev": -2.7,
  "de_lowest_kcal_mol": 174.7,
  "charge": -1
}



No. 4
{
  "formula": "C8H8N2",
  "method": "ωB97M-V/def2-TZVPD",
  "species": ["C", "N", "C", "C", "C", "N", "C", "C", "C", "C", "H", "H", "H", "H", "H", "H", "H", "H"],
  "xyz": [[-1.3280, 2.3782, 0.4159], [-0.7924, 0.9997, 0.3660], [-1.4754, -0.0534, 0.7223], [-1.1160, -1.3616, 0.4160], [0.1858, -1.5528, -0.0293], [0.9706, -2.6258, -0.0510], [2.1326, -2.2136, -0.6435], [2.1263, -0.9403, -1.0080], [0.9093, -0.2763, -0.6108], [0.2416, 0.8793, -0.3913], [-1.3484, 2.9552, 1.4624], [-0.6353, 3.0728, -0.0816], [-2.3602, 2.3475, 0.0249], [-2.2360, 0.0369, 1.5483], [-1.7481, -2.1935, 0.7427], [2.8149, -2.9299, -0.9119], [3.0684, -0.4382, -1.4622], [0.5900, 1.9160, -0.5089]],
  "forces_ev_per_a": [[-0.8, 1.5, 2.5], [-2.1, 2.4, 0.9], [-3.0, -3.4, 2.6], [-0.2, 0.7, 1.2], [1.7, 1.2, -1.2], [-1.3, 0.3, -0.1], [-2.5, -0.4, 0.6], [2.7, 4.8, -1.9], [-0.7, -4.3, 1.2], [4.8, 1.9, -1.6], [-0.1, -2.1, -1.6], [-0.7, -0.6, -0.5], [0.7, 0.4, 0.0], [0.4, 0.4, -1.5], [0.3, 0.4, 0.0], [1.9, -1.4, -0.2], [-1.9, -0.8, 0.7], [0.9, -1.0, -1.1]],
  "total_energy_ev": -11403.22713,
  "homo_lumo_gap_ev": 8.306,
  "homo_ev": -7.8,
  "de_lowest_kcal_mol": 78.3
}



No. 5
{
  "formula": "C7H11FO",
  "method": "ωB97M-V/def2-TZVPD",
  "species": ["C", "C", "O", "C", "C", "F", "H", "H", "H", "H", "H", "C", "C", "C", "H", "H", "H", "H", "H", "H"],
  "xyz": [[-0.4447, -2.7793, -0.0014], [-0.9910, -1.6955, -0.4778], [-1.4884, -0.6834, 0.3672], [-1.8055, 0.5557, -0.0860], [-2.3682, 1.4528, 0.6668], [-1.3541, 0.8362, -1.3456], [-0.0101, -3.5003, -0.6164], [-0.4676, -2.7743, 1.0541], [-1.0873, -1.5704, -1.5788], [-2.7686, 1.1521, 1.6009], [-2.4992, 2.3733, 0.0920], [0.8381, 1.6055, 0.4778], [1.6618, 0.5952, 0.6271], [2.3412, 0.0265, -0.5504], [0.5657, 2.1671, -0.4570], [0.4209, 2.2636, 1.2876], [1.9568, 0.1547, 1.6050], [2.8718, -0.8817, -0.3107], [3.0290, 0.7594, -1.0387], [1.5993, -0.0570, -1.3157]],
  "forces_ev_per_a": [[-0.6, 1.3, 1.1], [-0.6, 1.4, -2.0], [0.2, -0.8, -1.0], [1.3, -1.6, -0.8], [-0.5, 1.0, -1.4], [-0.5, -0.5, 0.9], [0.4, -1.1, -0.7], [0.5, -0.8, 1.2], [-0.1, 0.5, 1.0], [-0.2, 0.3, 0.7], [-0.3, 0.1, 1.0], [-1.2, 3.3, 0.8], [0.6, -0.1, 0.8], [0.8, 0.8, -0.9], [0.7, -1.3, 0.4], [0.4, -1.4, -0.2], [-0.6, 0.7, -0.6], [0.0, -0.4, -0.4], [0.0, -0.5, 0.8], [-0.5, -0.9, -0.7]],
  "total_energy_ev": -12198.98279,
  "homo_lumo_gap_ev": 9.975,
  "homo_ev": -8.9,
  "de_lowest_kcal_mol": 38.2
}



No. 6
{
  "formula": "C21H17F3NO8S",
  "method": "ωB97M-V/def2-TZVPD",
  "species": ["F", "C", "F", "F", "S", "C", "C", "C", "C", "C", "N", "O", "O", "C", "C", "O", "O", "H", "H", "H", "H", "H", "C", "C", "C", "O", "C", "O", "C", "C", "C", "C", "C", "C", "C", "C", "C", "O", "O", "H", "H", "H", "H", "H", "H", "H", "H", "H", "H", "H", "H"],
  "xyz": [[-2.5457, 3.2991, 2.0351], [-1.3453, 2.8370, 1.6418], [-1.2884, 2.8857, 0.2855], [-0.3698, 3.6176, 2.1377], [-1.1349, 1.0675, 2.2168], [0.3370, 0.5160, 1.4872], [1.2643, -0.2064, 2.2911], [2.6713, -0.2112, 1.9879], [3.5367, -1.0889, 2.6093], [3.0355, -2.0169, 3.5543], [3.7833, -3.1690, 3.9200], [3.2407, -3.9998, 4.6878], [4.9329, -3.3314, 3.4546], [1.6943, -1.9362, 3.9809], [0.8345, -1.0402, 3.3818], [-1.0253, 1.2020, 3.6519], [-2.2703, 0.3939, 1.6199], [0.6658, 1.0676, 0.6032], [3.0345, 0.4963, 1.2339], [4.5978, -1.1282, 2.3665], [1.3490, -2.6144, 4.7577], [-0.1898, -0.9798, 3.7478], [-3.2714, 1.1058, -3.7521], [-3.1101, 1.9214, -2.4830], [-3.8479, 3.2562, -2.5427], [-3.6025, 1.2285, -1.3197], [-2.9380, 0.0630, -1.0085], [-3.5297, -0.9119, -0.6140], [-1.4611, 0.0983, -1.1813], [-0.6820, -0.8934, -0.6414], [0.5846, -1.3159, -1.1948], [1.0308, -0.9640, -2.4952], [2.3377, -1.2297, -2.8860], [3.2192, -1.8849, -2.0146], [2.7539, -2.3412, -0.7744], [1.4316, -2.1249, -0.4067], [-0.8698, 1.3496, -1.7216], [0.3156, 1.6072, -1.6371], [-1.7145, 2.2526, -2.2883], [-2.7173, 0.1623, -3.6924], [-4.3347, 0.8956, -3.9144], [-2.8950, 1.6932, -4.5973], [-3.6923, 3.7900, -1.6019], [-3.4579, 3.8588, -3.3659], [-4.9175, 3.0885, -2.6864], [-1.1624, -1.5248, 0.1013], [0.3357, -0.4813, -3.1858], [2.6725, -0.9150, -3.8779], [4.2593, -2.0536, -2.3063], [3.4223, -2.8657, -0.0899], [1.0328, -2.5253, 0.5256]],
  "forces_ev_per_a": [[0.7, 0.0, -0.2], [0.3, -0.3, -0.4], [-0.2, 0.4, 1.1], [-0.6, -0.1, -0.3], [0.7, -0.5, -0.7], [0.2, 0.6, 0.7], [-0.1, 0.0, 0.1], [-0.3, 0.0, 0.1], [-0.3, -0.5, 0.1], [-0.4, 0.3, -0.5], [0.7, -1.0, 0.7], [1.0, 1.0, -1.0], [-1.4, 0.2, 0.6], [0.0, 0.3, -0.3], [0.4, 0.0, 0.2], [-0.4, -0.1, -0.2], [-0.1, 0.5, 0.7], [-0.2, -0.1, 0.3], [-0.1, -0.3, 0.3], [-0.3, 0.0, -0.1], [0.1, 0.2, -0.2], [0.3, -0.1, -0.3], [-0.1, -0.1, -0.1], [0.3, 0.2, 0.9], [0.2, -0.3, 0.2], [0.1, -0.1, -0.9], [0.5, -0.9, 0.7], [0.0, 0.8, -0.3], [-0.5, 0.8, -0.2], [-1.1, 0.1, -0.9], [1.4, -0.4, -0.1], [-0.1, -0.1, 0.5], [-0.1, -0.1, 0.0], [-0.2, 0.0, 0.3], [0.2, -0.2, -0.4], [-0.3, 0.6, -0.1], [0.8, -0.8, -0.1], [-1.0, 0.4, -0.3], [-0.2, -0.1, -0.2], [-0.1, 0.2, 0.0], [0.2, 0.0, 0.0], [0.0, -0.2, 0.2], [0.0, -0.1, -0.1], [0.0, -0.1, 0.1], [0.1, 0.0, 0.0], [0.0, -0.1, -0.2], [0.3, 0.0, 0.3], [-0.1, -0.1, 0.3], [-0.4, 0.1, 0.1], [-0.2, 0.1, -0.2], [0.3, 0.2, 0.0]],
  "total_energy_ev": -58908.98470,
  "homo_lumo_gap_ev": 5.880,
  "homo_ev": -4.3,
  "de_lowest_kcal_mol": 7.7,
  "charge": -1
}